ORCA calculation (ωB97M-V/def2-TZVPD) on a cluster of 17 separate species, C108H126B3F12N23O15 in total at a distorted geometry.

Its HOMO energy is -16.99 eV. Its HOMO-LUMO gap is 3.7 eV. As for the net charge: +10. As for the max |F|: 3.81 eV Å⁻¹.

XYZ file:
```
287
Properties=species:S:1:pos:R:3:forces:R:3
C -14.56381 -9.10854 9.17108 0.6426 -0.9617 0.8829
N -14.90808 -10.33591 8.40135 -0.4801 0.7161 0.2904
C -16.19664 -10.56486 8.14880 -0.2705 -1.4076 -1.6843
C -16.64464 -11.67266 7.40897 1.8527 0.1956 1.3656
C -15.64225 -12.55051 7.03037 0.5895 -0.0924 -0.8597
C -14.26088 -12.28246 7.29783 -1.3663 -1.8166 -0.2621
C -13.95364 -11.20056 8.04206 0.4037 0.3346 -0.1853
C -15.91458 -13.70801 6.12891 -0.0593 0.8645 0.7609
C -16.71985 -13.50546 4.99490 1.9530 -1.8834 0.4956
C -16.71975 -14.51837 4.07338 -1.0201 0.0397 0.0654
N -16.04538 -15.67333 4.24083 0.3908 0.2180 -0.0174
C -15.24700 -15.82345 5.29950 -0.2898 0.2292 2.3454
C -15.23811 -14.89169 6.38087 -0.7421 -0.3887 -3.4251
C -16.16042 -16.79888 3.25051 0.4381 0.3509 -0.2892
H -14.44709 -9.43220 10.22452 -0.0694 0.4834 -0.5422
H -15.37348 -8.44818 9.04448 -0.9806 0.8145 0.1848
H -13.67344 -8.58698 8.82390 0.1031 -0.5251 -0.2244
H -16.91448 -9.83864 8.35841 -0.7226 1.2928 0.9241
H -17.68981 -11.89074 7.29230 -0.2522 0.2063 -0.2155
H -13.53134 -13.05030 6.97422 -0.2820 1.0008 0.2796
H -12.96039 -10.93206 8.31738 0.5637 0.0768 0.1838
H -17.16161 -12.58852 4.75000 -0.7524 1.0863 -0.0893
H -17.36956 -14.40556 3.23114 -0.0034 -0.3716 -0.6713
H -14.69119 -16.74449 5.38687 -0.0105 -0.1078 -0.1777
H -14.66363 -15.01049 7.25983 0.5384 -0.4575 0.5964
H -15.57145 -17.63698 3.67856 -0.7346 0.4085 -0.5428
H -15.72808 -16.46602 2.28297 -0.2101 -0.2504 0.6655
H -17.23064 -17.00593 3.10655 0.4833 -0.2190 0.2091
C -3.34182 10.22372 10.49103 -3.0139 -0.1862 -0.8993
N -2.53380 10.40966 9.29588 -0.1936 0.9295 1.1578
C -2.80240 9.76587 8.18993 2.3136 1.1092 -1.9619
C -1.96583 9.97902 7.09470 -1.5417 -1.3351 -1.1171
C -0.82888 10.73352 7.21978 2.0796 -0.2363 -2.2488
C -0.52872 11.31938 8.41753 0.3010 0.3652 1.5675
C -1.50093 11.22128 9.39612 1.4745 1.1578 0.7903
C 0.17340 10.94534 6.04680 0.3198 -1.9303 0.0541
C 0.75467 9.92326 5.18394 -1.1952 0.7488 0.0613
C 1.59634 10.28072 4.13459 -0.0294 0.8147 0.9346
N 2.04991 11.56812 4.00895 -0.6208 0.0139 -0.0722
C 1.64807 12.47984 4.89908 -0.7452 0.5933 -0.0830
C 0.66360 12.19963 5.87781 0.9364 2.3446 0.2510
C 2.83437 11.94916 2.76546 1.1700 0.8677 0.6221
H -3.04073 9.33044 10.94792 0.5337 -1.2861 0.7812
H -4.43494 10.08142 10.18288 1.5202 0.4204 0.4844
H -3.24978 11.03176 11.18362 0.0864 0.5898 0.1742
H -3.64963 9.19866 8.20309 -2.0399 -1.6076 -0.2694
H -2.23451 9.52389 6.11078 0.2449 0.3680 1.0611
H 0.44812 11.75271 8.71871 -0.9317 0.1047 -0.6604
H -1.46082 11.82613 10.30219 0.2697 -0.4321 -0.0791
H 0.39885 8.89422 5.26481 0.3313 0.2689 -0.0686
H 1.99116 9.65422 3.35831 -0.1735 -0.6995 0.0881
H 2.00926 13.50105 4.74967 -0.0379 -0.3971 0.1350
H 0.32158 13.05985 6.53127 0.5095 -1.1169 -0.9994
H 3.93341 11.79011 2.92493 -1.0678 -0.3038 0.0182
H 2.77033 13.05042 2.55401 -0.4911 -1.1339 0.3255
H 2.46125 11.35024 1.93458 0.0616 0.1739 0.1497
C 1.58481 -16.31647 4.95417 -1.7476 0.7764 0.3550
N 1.08279 -14.95242 4.45494 0.1241 -1.6068 -0.5688
C 1.46649 -13.85031 5.11056 -0.9097 0.8041 -0.8704
C 1.01885 -12.60263 4.63157 0.4404 -0.9618 1.5138
C 0.14461 -12.52988 3.56192 0.1709 2.1249 -1.2852
C -0.21627 -13.67475 2.89259 0.5188 -2.8465 1.0727
C 0.27750 -14.92580 3.35908 0.1141 2.0191 0.3918
C -0.18885 -11.13206 2.94173 -0.0768 -1.8890 0.6662
C 0.43661 -10.01168 3.48136 -0.4987 0.6706 -1.1353
C 0.25157 -8.78345 2.83748 -0.6059 -0.3455 -0.5477
N -0.49786 -8.68990 1.68595 0.3956 0.1084 0.2922
C -1.18108 -9.77745 1.23491 0.8199 -0.2936 1.2899
C -1.06596 -11.02486 1.83855 0.3859 0.9502 0.5276
C -0.65108 -7.35152 0.92654 -1.8293 -0.6183 1.5327
H 1.92531 -16.90256 4.13143 0.0666 -0.3065 -0.6904
H 0.73371 -16.81167 5.48437 0.8084 0.3905 -0.4597
H 2.40658 -16.14463 5.61391 0.3963 0.1279 0.4763
H 2.07891 -14.06124 5.97915 0.0396 0.5683 -0.0691
H 1.29932 -11.71008 5.18488 0.1042 -0.3895 -0.1372
H -0.90243 -13.74235 2.07884 -0.1427 0.3091 -0.5263
H 0.08128 -15.86892 2.87236 -0.1052 -0.0295 0.0389
H 1.08516 -10.03988 4.35707 -0.3143 0.1178 -0.4183
H 0.66176 -7.88845 3.28904 0.0487 0.4673 -0.5287
H -1.86490 -9.67195 0.43078 -0.2037 0.4840 -0.7225
H -1.71361 -11.81848 1.45265 0.5679 0.1895 0.2469
H -1.08411 -6.64853 1.66811 0.1930 -0.3390 -0.4552
H -1.34939 -7.54973 0.10354 0.3800 0.0909 0.2610
H 0.25884 -6.90751 0.61490 1.2591 -0.0588 -0.2220
C -1.83708 1.07135 -6.47405 -1.5043 0.4722 -0.4416
N -2.90931 1.77842 -5.67135 0.1584 1.9930 1.2786
C -4.03769 1.18992 -5.22292 1.8810 -1.9622 -1.9710
C -4.99885 1.79914 -4.49202 -0.1090 -0.5348 0.2457
C -4.68789 3.04113 -3.99225 0.1188 0.5035 -0.2605
C -3.50813 3.68755 -4.37004 -0.2740 0.3921 0.6286
C -2.63306 3.07100 -5.20147 0.2908 -2.3769 -1.0787
C -5.64156 3.71668 -3.12306 0.5705 -0.3893 0.5564
C -6.96277 3.71781 -3.53136 -1.1709 1.3327 1.3627
C -7.79490 4.53561 -2.73523 -0.3228 -2.1904 -1.5747
N -7.44077 5.13617 -1.60372 -0.1719 -0.8848 -0.4257
C -6.18629 4.96848 -1.16041 1.1902 -0.0797 -1.0829
C -5.21536 4.28217 -1.89789 -3.1318 0.8821 -1.0075
C -8.50117 5.79083 -0.81032 0.5961 1.8205 0.3487
H -1.47113 1.70630 -7.28131 -0.2434 0.3117 0.2554
H -2.25927 0.18127 -6.94829 0.1166 0.0367 0.4878
H -1.05272 0.88996 -5.79160 0.9173 -0.6518 0.6017
H -4.07434 0.12278 -5.46631 -0.3687 0.4480 -0.1604
H -5.87993 1.17789 -4.30576 0.2185 0.6391 0.3823
H -3.26691 4.67581 -3.97469 0.0014 -0.4067 -0.0888
H -1.66938 3.46019 -5.49524 -0.1090 0.3012 -0.1381
H -7.39920 3.13673 -4.38349 0.6649 0.9088 0.8265
H -8.82761 4.50799 -2.99739 -0.7046 0.6034 0.0694
H -5.92106 5.53482 -0.31366 0.2513 0.2972 1.1212
H -4.20945 4.32997 -1.61018 1.3774 -0.1893 0.4357
H -9.11932 6.43514 -1.46699 0.3548 -0.5931 0.2846
H -7.98261 6.48049 -0.09705 -0.6016 -0.7367 -0.4370
H -9.11436 5.06538 -0.28758 0.0835 -0.1250 -0.0061
C -4.21728 8.35291 -10.58519 0.8202 0.4020 -0.6779
N -3.35488 8.62523 -9.41516 -0.7854 0.5729 0.6153
C -3.82982 9.27807 -8.31680 1.2862 -0.1275 -0.4000
C -2.98881 9.70971 -7.31295 -0.1446 0.1702 0.2875
C -1.62888 9.43846 -7.43396 0.0738 0.6019 -0.7476
C -1.16770 8.72518 -8.54450 -0.5680 -0.2731 1.2768
C -2.07104 8.31743 -9.48719 1.8852 -0.4283 -0.7886
C -0.64769 10.13072 -6.59363 -0.9689 2.0898 0.6328
C -0.77530 11.52881 -6.28352 0.3630 -0.6461 -0.0631
C 0.26597 12.13533 -5.63599 0.1491 -0.5112 -0.4052
N 1.37367 11.43925 -5.24045 -0.5724 0.4684 -0.1977
C 1.39805 10.11123 -5.32966 -0.3653 0.7589 -0.5452
C 0.39678 9.48679 -6.04287 0.6468 -2.4203 1.0293
C 2.45124 12.21838 -4.64559 -0.2569 0.4382 1.9835
H -4.09550 7.30788 -10.85715 -0.2146 0.0798 -0.0907
H -3.91526 9.02400 -11.40918 0.1717 -0.4859 0.3176
H -5.22297 8.62998 -10.38565 -0.8687 -0.1488 0.4840
H -4.84382 9.53083 -8.33534 -1.4058 0.1694 -0.0295
H -3.34795 10.31437 -6.45079 0.0389 -0.6497 -0.9028
H -0.14151 8.41556 -8.61193 0.2923 0.1363 -0.1635
H -1.61736 7.81181 -10.35380 -1.0488 0.1173 0.1817
H -1.62502 12.16646 -6.50566 0.0367 -0.3286 -0.3639
H 0.27406 13.19581 -5.46799 0.0908 0.2220 0.1713
H 2.15965 9.50515 -4.88899 0.8198 -0.0208 0.4029
H 0.41904 8.38488 -5.97512 0.1630 0.6358 -0.6051
H 3.28090 11.59429 -4.39209 0.3739 -0.6100 0.0130
H 2.06905 12.65443 -3.68580 0.3355 -0.2818 -0.8623
H 2.80834 13.01748 -5.26744 -0.1726 0.2388 -0.5822
C 7.50112 4.56695 -13.25525 1.6085 -1.0301 0.7891
N 7.19730 4.67368 -11.80872 -1.6569 -1.1215 0.4471
C 6.46814 3.67864 -11.18932 -0.0590 1.3431 0.0117
C 5.96213 3.80463 -9.91438 0.7965 -1.0549 -0.3413
C 6.40175 4.89398 -9.18021 -0.5669 -0.0487 0.9404
C 7.16174 5.84814 -9.78763 0.5342 0.8291 -0.9030
C 7.51357 5.77771 -11.13107 -0.4484 -0.3222 0.5792
C 6.21157 5.04969 -7.71384 1.2137 -1.0348 1.2537
C 5.00163 5.13247 -7.05375 -1.0592 0.2031 -1.9621
C 4.92905 5.08167 -5.70503 1.1923 0.4875 1.4202
N 6.08370 5.00556 -5.00102 -0.5328 -0.3848 -0.0662
C 7.31086 4.85976 -5.58013 -0.9618 0.6065 1.2376
C 7.40716 4.90731 -6.92506 -1.2411 0.2610 -1.9705
C 5.99377 4.88508 -3.54348 -0.3856 0.1434 -0.2022
H 8.53602 4.13458 -13.29516 -0.9201 0.6596 -0.4850
H 7.38778 5.52726 -13.69026 0.3811 0.9206 -0.3631
H 6.81354 3.92876 -13.76937 -0.4268 -0.5838 0.0832
H 6.20672 2.80958 -11.73313 0.1301 -0.5425 -0.8854
H 5.44270 2.92228 -9.51482 0.0217 0.7625 0.0315
H 7.42240 6.67364 -9.16439 0.4416 0.6940 -0.1467
H 7.97947 6.56275 -11.69968 0.2997 0.1794 0.1091
H 4.04274 5.27660 -7.56388 0.4239 -0.2417 -0.0857
H 3.97371 5.16268 -5.18239 0.5044 -0.0079 0.0472
H 8.14785 4.73889 -4.88912 -0.3358 0.0116 -0.3598
H 8.34324 4.79150 -7.44844 0.1881 -0.0377 0.2367
H 6.35592 3.92306 -3.31517 0.3979 -1.3208 0.4083
H 4.96836 5.00783 -3.21350 0.1230 0.0918 -0.0907
H 6.62055 5.60965 -3.07524 0.2696 0.6739 0.2478
C 2.92818 -3.06307 5.33803 -1.4221 -0.0309 -0.0885
N 2.47390 -2.85675 6.75212 -0.1671 -0.7499 -0.6337
C 3.34055 -2.43276 7.67491 0.0796 1.3873 0.1106
C 2.98827 -2.44374 9.01369 -0.6332 -0.8671 -0.5798
C 1.76856 -3.01565 9.40806 0.2874 0.8577 -0.2957
C 0.88204 -3.36155 8.41645 -1.0066 -0.7808 -1.2503
C 1.25013 -3.30679 7.07299 0.3527 0.0451 0.2708
C 1.43196 -3.26336 10.82225 -1.6731 -1.5827 -0.3074
C 0.38076 -4.17620 11.14619 0.3036 1.1776 0.8525
C 0.18901 -4.56502 12.45948 0.4924 -0.2254 -0.9761
N 1.04909 -4.16944 13.41464 -0.1745 -0.4072 -0.3856
C 2.08732 -3.35106 13.10295 -0.8505 -0.1329 1.2915
C 2.20208 -2.80931 11.85911 2.1625 0.6021 -0.7037
C 0.84550 -4.73775 14.79290 1.9281 2.7012 -0.4560
H 2.74802 -4.10442 5.10292 0.3095 -0.2822 -0.0181
H 3.92272 -2.72615 5.27349 1.0925 0.0705 -0.2323
H 2.32057 -2.49933 4.62746 0.0061 0.1361 0.3073
H 4.23797 -1.93248 7.27257 -0.3586 -0.6079 0.3887
H 3.66989 -2.11077 9.74467 0.8396 0.3914 0.4285
H -0.11007 -3.78630 8.61425 0.5415 0.3225 -0.0225
H 0.67353 -3.66609 6.20867 -0.1433 0.1488 0.3920
H -0.38461 -4.51137 10.47658 0.1979 -0.2168 -0.5649
H -0.55581 -5.34007 12.67762 0.2386 0.6815 0.3237
H 2.79540 -3.13636 13.89723 -0.2097 0.0279 0.0062
H 3.07843 -2.16270 11.59960 -0.9923 -0.5739 0.7817
H 0.82489 -3.81562 15.43551 -0.2585 -1.3493 -0.1236
H 1.75046 -5.30510 14.95124 -0.0701 -0.4183 0.6260
H -0.04223 -5.30333 14.76595 -0.8788 -0.5849 0.3551
C 5.02674 -4.36170 -3.81332 1.7715 -0.0260 0.1719
N 6.46860 -3.89557 -4.22273 -2.0176 -0.2270 1.2961
C 6.75773 -4.01372 -5.52843 0.6421 -0.3057 0.8892
C 8.01853 -3.65123 -5.94274 -1.1080 0.3426 -0.6802
C 8.81504 -2.97629 -5.01178 2.0862 0.4861 -3.0142
C 8.51172 -2.86185 -3.70032 -0.6915 -0.1116 1.2656
C 7.28260 -3.36561 -3.30725 0.2236 0.4409 -0.0244
C 10.04328 -2.29843 -5.58565 1.8233 0.2818 -0.1149
C 10.78086 -1.34148 -4.87369 -0.2746 -0.6816 -0.0319
C 11.97219 -0.81348 -5.33742 -1.1405 0.4054 0.1700
N 12.43800 -1.10682 -6.54597 -0.0100 0.8335 -0.9945
C 11.72841 -1.94433 -7.32482 0.1614 -0.5185 0.2015
C 10.61709 -2.60071 -6.84585 -0.7608 0.2551 1.3935
C 13.67219 -0.44036 -7.11226 0.6164 -1.3203 -0.9599
H 4.92082 -5.24039 -4.43884 -0.7593 0.2005 -0.2574
H 4.36044 -3.49470 -3.96832 -0.0901 -0.4609 0.0060
H 5.05332 -4.76888 -2.78459 0.0720 0.7438 -0.4035
H 5.93699 -4.44017 -6.07798 0.2452 -0.0118 -0.6296
H 8.25263 -3.75940 -7.01902 -0.0593 0.1948 0.9819
H 9.18609 -2.39384 -2.98630 -0.3666 -0.1225 -0.1247
H 6.93039 -3.24741 -2.28697 -0.1321 -0.3352 -0.2171
H 10.43429 -1.04747 -3.91253 -0.0457 0.5162 0.5167
H 12.43544 -0.00415 -4.82016 0.6058 0.0990 0.4509
H 12.12292 -2.10177 -8.31251 0.0335 -0.2631 -0.1363
H 10.16499 -3.41240 -7.34814 -0.0420 -0.4073 -1.1938
H 13.91365 -1.05051 -8.03874 0.0427 0.7709 1.2963
H 14.49265 -0.51886 -6.37243 -0.5450 -0.0103 -0.4767
H 13.56951 0.59975 -7.45814 -0.6068 -0.3739 0.5509
C 3.83358 1.51836 -3.89816 -0.7540 -1.1350 -0.2281
N 3.09637 1.12583 -2.67442 -0.5459 0.9930 -0.9048
C 1.90066 1.70834 -2.48238 -0.2793 -0.4706 0.0376
C 1.11357 1.34946 -1.43160 -0.7298 0.3327 2.1001
C 1.59735 0.46796 -0.43805 1.6848 -0.0077 -1.7887
C 2.89554 -0.06113 -0.66327 0.0109 -0.9990 0.3146
C 3.58163 0.20947 -1.84194 -0.4453 0.4174 0.2798
C 0.82669 0.14810 0.77418 1.0551 1.2235 -1.0788
C 0.46026 1.23511 1.55943 -0.2540 -0.2518 0.3565
C -0.05342 0.95962 2.78921 0.0989 0.3172 -0.0717
N -0.30420 -0.29779 3.18191 0.8887 0.4795 -2.2332
C -0.04449 -1.33749 2.35528 0.4515 1.1989 -1.5170
C 0.60824 -1.14976 1.10801 -1.2319 -1.0307 1.5014
C -0.72734 -0.46045 4.53390 -0.0926 -2.5413 0.6739
H 4.78899 1.90843 -3.63635 0.4449 0.9272 0.2214
H 3.15800 2.14942 -4.51133 0.8050 -0.3567 0.3619
H 4.10124 0.58141 -4.38607 -0.3825 0.0326 -0.4217
H 1.55519 2.40732 -3.22454 0.1387 0.1791 -0.0828
H 0.16479 1.86821 -1.18702 0.4401 -0.3826 -0.7428
H 3.40862 -0.76552 0.02437 -0.8031 0.5280 -0.2511
H 4.51428 -0.21410 -2.19218 -0.0230 -0.1582 0.5075
H 0.59579 2.25735 1.23953 0.0870 -0.0656 0.0356
H -0.26621 1.70275 3.53347 -0.0067 0.3173 -0.0617
H -0.42043 -2.26828 2.64393 -0.0916 -1.3739 0.7275
H 0.87465 -1.99294 0.43063 -0.2035 0.4962 0.9192
H -0.70977 0.48251 5.05312 -0.2842 0.1016 0.0653
H 0.05163 -1.12664 4.95204 -0.7901 0.3997 0.3022
H -1.69020 -1.00138 4.49156 0.3195 0.4871 0.5559
N 3.63072 7.86382 -3.86056 -1.4861 1.8025 -0.5646
O 4.49431 7.21069 -3.33773 0.6850 -1.0128 1.4986
O 2.65770 8.40628 -3.14001 2.1225 -1.0742 -2.3317
O 3.74918 8.04304 -5.12504 -1.4444 0.4735 1.2611
N -0.23654 -4.71334 4.06040 -0.7388 -0.7771 -1.1314
O -0.19848 -3.48902 4.31079 0.3749 0.1249 0.8687
O -0.82278 -5.07398 3.02099 0.1019 -0.0580 0.4150
O 0.26624 -5.55792 4.82439 0.0595 0.3864 0.2983
N 2.28693 -4.39175 1.72363 -0.8898 -0.7181 -2.0746
O 2.12257 -5.50905 2.32972 0.7295 1.8568 -0.0061
O 2.91998 -3.40839 2.13205 0.0362 -0.9019 1.3220
O 1.77508 -4.27607 0.56154 -0.0656 -0.4458 0.7081
N 2.00947 -1.85532 -4.44373 0.7743 -0.9288 1.5573
O 3.12081 -1.66361 -3.83247 0.3820 -0.0421 -0.7391
O 1.97368 -2.59835 -5.43113 -0.1585 0.6363 0.0747
O 1.00902 -1.38230 -3.89032 -0.6543 0.4190 -0.8102
N -2.24772 3.81436 -0.55851 1.2220 -3.6038 -0.0398
O -2.55522 4.98693 -0.45902 -0.4758 1.1674 0.5208
O -1.88728 3.07509 0.41230 -0.4256 1.6750 -0.5576
O -2.28124 3.24005 -1.69604 -0.3151 0.6970 0.0180
B 0.47547 5.22485 -6.42291 0.1965 0.2285 -0.4350
F 0.98249 4.70699 -5.26200 0.3060 -0.3975 1.0499
F -0.79771 4.66489 -6.66156 -0.4735 0.2899 -0.0416
F 0.44779 6.63075 -6.37361 -0.7752 0.3655 0.3024
F 1.28819 4.93551 -7.48462 0.9152 -0.6843 -1.1220
B 7.19202 0.97730 -5.12390 -1.3747 0.2349 -0.5353
F 8.53542 0.68409 -5.20237 0.6721 -0.3076 0.1604
F 6.61323 0.62526 -3.90148 0.5655 0.1249 0.9439
F 6.98642 2.36245 -5.39299 0.2395 0.2837 0.4785
F 6.43011 0.31470 -6.07299 0.1097 -0.6916 -0.8982
B 3.02121 0.11568 4.21321 0.5047 0.2686 -1.1100
F 4.11656 -0.60025 4.83896 -0.8964 1.2736 -0.4650
F 3.34309 1.47399 3.77276 -0.2148 -1.8950 0.8727
F 2.57160 -0.63099 3.08071 0.6391 0.4455 0.4723
F 1.91584 0.13526 5.08587 0.2080 0.3097 0.5814
```
Forces are in eV/Å.